[1]
CH6NP | ωB97M-V/def2-TZVPD

```
9
Properties=species:S:1:pos:R:3:forces:R:3
P 1.437570 -0.450131 -0.554955 0.3 -0.7 -0.2
N 0.407141 0.503747 0.403786 -4.6 -0.7 0.5
C -1.340852 -0.179184 0.229542 4.1 1.4 0.5
H -1.312690 -1.156580 0.681753 -0.1 -0.2 0.1
H 0.566579 0.327022 1.394393 0.0 -0.1 -0.1
H -1.921853 0.551914 0.763958 -0.2 0.1 0.0
H -1.498815 -0.191628 -0.833500 -0.1 0.0 -0.3
H 2.544019 0.383959 -0.337342 0.5 0.1 -0.1
H 1.118902 0.210882 -1.747634 0.0 0.1 -0.5
```
Positions in Å, forces in eV/Å.

Output
Charge: 0
LUMO energy (eV): 1.09
Frontier orbital gap (eV): 9.348


[2]
CH6NP | ωB97M-V/def2-TZVPD

```
9
Properties=species:S:1:pos:R:3:forces:R:3
P -0.837382 0.903545 -0.003524 -0.8 -0.1 1.7
N -1.433981 -0.684856 -0.276186 0.1 0.3 0.8
C 0.848985 0.497888 -0.564523 0.0 -1.7 -2.9
H 0.905894 -0.692599 -0.764694 0.5 2.9 0.9
H -0.905046 -1.365833 0.275948 -0.3 0.0 -0.4
H 0.969366 0.946030 -1.649452 -0.6 -0.8 1.9
H -2.427809 -0.812237 -0.101192 0.2 0.1 0.0
H 1.623252 0.998916 -0.021625 0.6 -0.3 0.6
H -0.848483 1.154660 2.321173 0.3 -0.5 -2.6
```
Positions in Å, forces in eV/Å.

Output
Charge: 0
LUMO energy (eV): 0.02
Frontier orbital gap (eV): 8.142


[3]
CH6NPS | ωB97M-V/def2-TZVPD

```
10
Properties=species:S:1:pos:R:3:forces:R:3
S -2.935792 1.417405 -1.394953 -0.3 -1.5 -1.2
P -1.372626 -0.026665 -1.900088 -1.1 1.0 2.4
N -1.563643 -1.124913 -2.892665 0.5 -0.1 -0.1
C 2.085648 -0.173536 1.798812 0.8 0.4 -0.5
H 2.945109 0.029632 1.204940 0.7 0.9 -0.3
H -0.670760 0.078374 -0.534147 -0.4 -0.3 -1.9
H 2.396881 -0.620886 2.685294 0.4 -0.6 1.7
H 1.607583 -0.880981 1.231882 -1.5 -2.0 -1.2
H -3.899274 0.686288 -2.143715 1.2 0.9 0.8
H 1.406874 0.615283 1.944640 -0.4 1.3 0.3
```
Positions in Å, forces in eV/Å.

Output
Charge: 0
LUMO energy (eV): -1.21
Structure (SMILES): N#[PH]S.C
Frontier orbital gap (eV): 8.556


[4]
CH6NS | ωB97M-V/def2-TZVPD

```
9
Properties=species:S:1:pos:R:3:forces:R:3
S -3.155317 0.477829 1.039495 0.1 0.0 -0.1
N 1.055534 0.734514 -0.398761 -0.2 0.6 -0.1
C 0.928042 -0.709653 -0.447736 -0.2 -0.6 0.3
H 1.041323 -1.130760 0.553803 0.0 0.2 0.1
H 1.725499 -1.160881 -1.041823 0.0 0.1 -0.2
H 0.910474 1.120760 -1.326689 0.2 -0.1 -0.1
H -2.711967 0.623706 2.297460 0.0 0.0 0.0
H -0.052084 -1.066147 -0.785663 0.1 0.0 -0.2
H 0.258500 1.110636 0.109916 0.0 -0.2 0.2
```
Positions in Å, forces in eV/Å.

Output
Charge: -1
LUMO energy (eV): 4.12
Frontier orbital gap (eV): 6.628


[5]
CH6NS | ωB97M-V/def2-TZVPD

```
9
Properties=species:S:1:pos:R:3:forces:R:3
S 1.931799 0.013126 0.131721 -2.3 -1.3 -0.2
N -0.702046 -0.764568 0.246729 2.5 -4.2 -2.9
C 0.304507 0.229358 0.590245 1.9 1.4 0.6
H -0.368330 -1.735817 -0.111031 0.3 1.3 0.5
H -0.625216 1.537274 -1.411688 -0.7 0.5 -2.0
H -1.159386 -1.070038 1.056371 -1.6 0.3 1.8
H 2.356792 1.052388 0.813224 0.1 0.8 0.4
H -1.322373 -0.603743 -0.541886 -0.6 1.3 0.2
H -0.415747 1.342020 -0.773681 0.4 0.0 1.5
```
Positions in Å, forces in eV/Å.

Output
Charge: +1
LUMO energy (eV): -5.92
Frontier orbital gap (eV): 8.463


[6]
CH6O | ωB97M-V/def2-TZVPD

```
8
Properties=species:S:1:pos:R:3:forces:R:3
O -0.263850 1.189410 2.683729 0.1 1.4 -0.2
C 0.000000 0.000000 0.000000 -0.1 0.0 -0.3
H 0.155350 1.446720 1.831479 -0.5 -0.2 1.0
H 0.886820 0.396600 0.516010 -0.2 -0.3 -0.3
H 0.057100 0.247760 -1.070210 0.0 -0.1 0.4
H -0.541210 2.041209 3.090859 0.3 -0.9 -0.4
H -0.906580 0.448960 0.431900 0.3 -0.3 -0.2
H -0.037950 -1.092530 0.122180 0.0 0.4 0.0
```
Positions in Å, forces in eV/Å.

Output
Charge: 0
LUMO energy (eV): 0.95
Structure (SMILES): C.O
Frontier orbital gap (eV): 12.380


[7]
CH6O2 | ωB97M-V/def2-TZVPD

```
9
Properties=species:S:1:pos:R:3:forces:R:3
O 0.965824 0.432522 1.102287 -0.5 0.3 -1.2
O -2.149474 -1.342267 0.135898 -0.8 -0.4 -0.8
C 1.453624 0.905742 -0.184682 0.1 -0.5 0.5
H 0.788904 1.636042 -0.676022 0.1 -0.2 0.4
H 2.434834 1.380662 -0.016462 -0.5 -0.2 0.0
H 1.590734 0.044672 -0.860232 0.0 0.3 0.1
H -2.168015 -1.340807 -0.847922 0.0 0.0 1.1
H 0.062515 0.085122 0.948208 0.7 0.2 0.2
H -2.978945 -1.801687 0.398928 0.9 0.5 -0.3
```
Positions in Å, forces in eV/Å.

Output
Charge: 0
LUMO energy (eV): 0.60
Structure (SMILES): CO.O
Frontier orbital gap (eV): 10.749


[8]
CH6O2 | ωB97M-V/def2-TZVPD

```
9
Properties=species:S:1:pos:R:3:forces:R:3
O -0.839290 0.684276 -0.123776 0.3 0.7 -0.7
O -1.520721 -0.583596 0.143450 0.2 1.0 0.0
C 2.158486 -0.144856 -0.020872 -2.6 1.5 1.2
H 2.232659 0.047528 1.092213 -0.1 -0.1 -1.2
H -1.830430 -0.743984 -0.776220 0.2 0.2 0.8
H 2.356951 0.832894 -0.550750 -0.2 -1.3 0.4
H 1.056050 -0.481338 -0.200756 2.3 0.6 0.1
H 2.855900 -0.903028 -0.240578 0.8 -0.8 -0.6
H -0.741962 1.311620 0.643935 -1.0 -1.9 -0.1
```
Positions in Å, forces in eV/Å.

Output
Charge: 0
LUMO energy (eV): 0.87
Structure (SMILES): OO.C
Frontier orbital gap (eV): 11.198


[9]
CH6O4 | ωB97M-V/def2-TZVPD

```
11
Properties=species:S:1:pos:R:3:forces:R:3
O -2.270707 -0.977701 -0.124500 0.3 -0.2 0.3
O -1.196320 1.014283 -0.309611 0.0 -0.3 0.4
O -2.029736 0.239452 0.545924 0.0 0.1 -0.5
O 3.384238 -0.182622 0.017483 -0.3 0.1 0.7
C 1.975388 -0.062963 -0.112751 -0.2 -0.3 -0.7
H 3.598774 -0.137914 0.961416 0.0 -0.1 -0.4
H -2.994864 -0.769128 -0.725611 -0.2 0.2 -0.1
H 1.537567 0.727323 0.516285 0.3 0.1 -0.2
H 1.434598 -0.992002 0.131438 0.3 0.0 0.0
H -0.323573 0.668804 -0.054869 -0.1 0.2 -0.2
H 1.795372 0.133401 -1.186520 -0.1 0.1 0.6
```
Positions in Å, forces in eV/Å.

Output
Charge: 0
LUMO energy (eV): 0.69
Structure (SMILES): OOO.CO
Frontier orbital gap (eV): 11.479


[10]
CH6OP2 | ωB97M-V/def2-TZVPD

```
10
Properties=species:S:1:pos:R:3:forces:R:3
P -1.170412 0.315633 -0.868696 0.4 0.9 0.0
P 2.020959 0.445151 -0.189968 -2.1 0.7 1.0
O 0.030919 -0.833442 1.301082 -1.8 -2.8 0.4
C 0.037469 0.260186 0.513002 2.1 4.2 0.2
H -0.185589 1.187709 1.211466 0.7 -1.3 -1.5
H -2.237907 0.341420 0.018060 -0.8 0.5 0.3
H -0.775668 -1.371085 1.035039 1.6 0.7 0.8
H 1.810024 -0.620607 -1.024292 0.0 -1.1 -0.5
H -1.250336 -1.023979 -0.704999 -0.1 -1.9 -0.8
H 1.720538 1.299010 -1.290697 0.0 0.2 0.3
```
Positions in Å, forces in eV/Å.

Output
Charge: 0
LUMO energy (eV): 0.83
Structure (SMILES): OC(P)P
Frontier orbital gap (eV): 10.136


[11]
CH6OSi | ωB97M-V/def2-TZVPD

```
9
Properties=species:S:1:pos:R:3:forces:R:3
Si -1.016776 -0.281301 0.213241 4.1 0.2 -3.0
O 1.831460 0.486487 -0.165470 1.0 -0.9 0.5
C 1.084244 -0.621609 0.295431 -1.5 -0.9 -1.2
H -1.832932 -0.266768 1.396143 -0.4 0.3 0.5
H -1.239136 -1.373237 -0.720470 -0.9 -0.6 0.1
H 1.257301 1.065069 -0.611232 -1.0 1.2 -1.0
H 1.388639 -1.607889 -0.271420 -0.9 1.9 0.8
H 1.397162 -0.752863 1.284643 0.3 -0.5 1.7
H -0.890947 0.882265 -0.904506 -0.6 -0.7 1.7
```
Positions in Å, forces in eV/Å.

Output
Charge: 0
LUMO energy (eV): 0.89
Structure (SMILES): OC[SiH3]
Frontier orbital gap (eV): 10.802


[12]
CH6P2 | ωB97M-V/def2-TZVPD

```
9
Properties=species:S:1:pos:R:3:forces:R:3
P 0.965888 0.802789 -1.351789 1.4 2.6 -1.9
P 0.287395 0.236702 0.505406 -3.7 1.1 3.1
C -1.158898 -0.673854 0.699052 0.9 -3.4 -0.7
H -0.229492 0.339290 -1.851011 -0.9 -0.1 -0.2
H -1.260724 -1.578845 -0.100379 0.0 2.5 1.7
H -1.085557 -1.166530 1.736457 -0.2 0.7 -1.5
H 0.003973 1.766688 0.732502 0.1 -1.7 -0.8
H 0.774349 0.288380 1.795006 1.7 -0.2 0.3
H 1.703067 -0.014620 -2.165244 0.7 -1.5 0.1
```
Positions in Å, forces in eV/Å.

Output
Charge: 0
LUMO energy (eV): 0.36
Structure (SMILES): C=[PH2]P
Frontier orbital gap (eV): 7.982